[1]
Computed, not measured: a structure of composition C29H29F2N2O5PSeSr, with ωB97M-V with the def2-TZVPD basis set.

Output
Gap between HOMO and LUMO   5.320 eV
ΔE to the lowest compared entry with this formula, charge and spin   66.8 kcal/mol
Max |F|   5.1 eV/A
Total energy   -124664.5965 eV
HOMO energy   -1.3 eV

Structure (ORCA input):
```
! wB97M-V def2-TZVPD RIJCOSX def2/J DEFGRID3
* xyz -2 1
Sr 0.65 -1.79 0.42
C 2.34 -1.53 -4.87
C 2.14 -0.25 -4.39
C 2.44 0.07 -3.08
C 2.97 -0.89 -2.22
C 3.18 -2.17 -2.73
C 2.88 -2.49 -4.04
P 3.22 -0.78 -0.33
C 4.94 -0.14 -0.41
C 5.38 0.59 -1.51
C 6.69 1.03 -1.60
C 7.59 0.74 -0.58
C 7.16 0.03 0.53
C 5.85 -0.42 0.60
C 2.22 0.73 -0.16
C 2.80 1.94 0.18
C 2.01 3.07 0.35
C 0.64 2.95 0.17
C 0.08 1.72 -0.16
C 0.84 0.57 -0.35
H 2.07 -1.78 -5.89
H 1.75 0.51 -5.06
H 2.26 1.08 -2.72
H 3.58 -2.92 -2.06
H 3.06 -3.49 -4.41
H 4.69 0.81 -2.31
H 7.02 1.59 -2.46
H 8.62 1.07 -0.66
H 7.86 -0.18 1.33
H 5.52 -0.98 1.46
H 3.87 2.00 0.36
H 2.46 4.02 0.61
H 0.01 3.83 0.30
H -1.00 1.66 -0.28
C -5.76 0.58 4.72
C -5.94 1.41 3.45
N -5.11 0.92 2.37
C -3.78 1.50 2.24
C -3.78 2.66 1.23
C -5.69 0.11 1.45
O -6.88 -0.17 1.50
C -4.83 -0.41 0.35
C -5.27 -0.29 -0.97
C -4.47 -0.78 -1.99
C -3.24 -1.34 -1.66
N -2.85 -1.52 -0.41
C -3.63 -1.10 0.56
H -6.41 0.96 5.51
H -4.73 0.61 5.06
H -6.03 -0.45 4.51
H -5.70 2.46 3.64
H -6.98 1.34 3.11
H -3.05 0.76 1.92
H -3.49 1.86 3.22
H -4.03 2.29 0.24
H -2.79 3.10 1.20
H -4.50 3.42 1.51
H -6.23 0.17 -1.17
H -4.79 -0.71 -3.02
H -2.55 -1.68 -2.42
H -3.29 -1.35 1.56
F -0.15 -4.14 -2.29
C -0.50 -4.07 -0.93
F -1.90 -4.26 -1.00
H -0.16 -5.05 -0.55
O 2.00 -2.86 1.94
Se 2.16 -1.41 2.64
O 2.51 -1.52 4.18
O 0.74 -0.66 2.39
O 3.37 -0.59 1.88
*
```

These are the Löwdin partial charges, in e, on atoms 1 to 5: 1.30 -0.12 -0.11 -0.11 -0.35

---

[2]
Computed, not measured: a cluster of 2 separate species, C5H13BrSi in total, with ωB97M-V with the def2-TZVPD basis set.

Output
Gap between HOMO and LUMO (spin up / spin down)   7.508 / 8.309 eV
ΔE to the lowest compared entry with this formula, charge and spin   131.1 kcal/mol
Max |F|   4.7 eV/A
Total energy   -83312.6870 eV
HOMO energy (spin up / spin down)   -7.4 / -8.7 eV

Structure (ORCA input):
```
! wB97M-V def2-TZVPD RIJCOSX def2/J DEFGRID3
* xyz 0 1
C -0.35 -1.88 1.18
C -1.16 -1.07 -1.03
C 1.22 -0.59 -0.28
C 1.12 3.03 -0.87
C -0.25 -0.72 0.10
Si -0.65 0.97 0.93
Br -2.81 1.63 1.20
H 0.53 -2.43 1.24
H -0.50 -1.39 2.15
H -1.13 -2.53 0.95
H -0.97 -0.32 -1.74
H -2.16 -1.15 -0.87
H -0.93 -2.02 -1.47
H 1.23 0.05 -1.13
H 1.91 -0.15 0.36
H 1.51 -1.68 -0.49
H 1.98 2.62 -0.53
H 0.70 2.52 -1.66
H 0.76 3.96 -0.25
H -0.06 1.13 2.19
*
```

These are the Löwdin partial charges, in e, on atoms 1 to 5: -0.07 -0.11 -0.13 0.04 -0.72

---

[3]
Computed, not measured: a structure of composition C17H32NO9Rb, with ωB97M-V with the def2-TZVPD basis set.

Output
Gap between HOMO and LUMO (spin up / spin down)   5.835 / 5.396 eV
Max |F|   5.7 eV/A
Total energy   -38720.3795 eV
HOMO energy (spin up / spin down)   -4.1 / -4.1 eV

Structure (ORCA input):
```
! wB97M-V def2-TZVPD RIJCOSX def2/J DEFGRID3
* xyz -1 2
Rb 8.97 -5.57 -7.27
O 6.31 -2.28 -9.42
C 7.13 -3.06 -8.67
O 7.16 -4.24 -9.03
O 7.98 -2.58 -7.86
H 5.92 -3.05 -9.84
O 8.76 -5.43 -2.70
C 8.64 -4.52 -3.70
O 9.37 -3.56 -3.77
O 7.92 -4.92 -4.61
H 8.32 -5.93 -3.39
C 12.29 -7.89 -6.94
C 13.13 -6.79 -7.62
C 13.43 -7.39 -9.02
C 14.07 -6.31 -9.95
C 13.01 -5.17 -10.16
C 12.56 -4.58 -8.78
N 12.22 -5.63 -7.72
O 11.82 -5.03 -6.45
C 11.20 -3.86 -9.17
C 13.57 -3.52 -8.41
C 14.48 -6.61 -6.89
H 11.40 -8.25 -7.45
H 11.99 -7.62 -5.92
H 12.82 -8.83 -6.78
H 12.54 -7.75 -9.53
H 14.03 -8.30 -8.98
H 14.21 -6.83 -10.90
H 15.05 -6.04 -9.55
H 12.12 -5.63 -10.58
H 13.46 -4.36 -10.74
H 10.83 -3.13 -8.45
H 10.39 -4.53 -9.44
H 11.30 -3.25 -10.06
H 13.96 -2.93 -9.24
H 14.38 -3.91 -7.79
H 13.02 -2.79 -7.83
H 14.39 -6.29 -5.85
H 15.18 -5.92 -7.37
H 14.98 -7.58 -6.88
C 8.94 -7.76 -10.24
C 8.00 -8.91 -10.08
O 7.61 -9.31 -8.97
C 7.41 -9.50 -11.36
H 9.95 -8.12 -10.00
H 8.74 -6.87 -9.64
H 8.81 -7.57 -11.30
H 7.08 -10.52 -11.17
H 8.28 -9.43 -12.01
H 6.58 -8.97 -11.83
C 6.29 -9.65 -5.73
C 6.61 -8.15 -5.81
O 7.75 -7.72 -5.78
C 5.48 -7.20 -6.22
H 6.50 -10.10 -6.70
H 5.22 -9.75 -5.50
H 6.84 -10.12 -4.91
H 4.76 -7.28 -5.40
H 5.08 -7.67 -7.12
H 5.78 -6.17 -6.41
*
```

These are the Löwdin partial charges, in e, on atoms 1 to 5: 0.96 0.06 -0.87 -0.17 -0.08

---

[4]
Computed, not measured: the ion C4H11N2 with charge +1, with ωB97M-V with the def2-TZVPD basis set.

Output
Gap between HOMO and LUMO   8.012 eV
ΔE to the lowest compared entry with this formula, charge and spin   78.4 kcal/mol
Max |F|   2.5 eV/A
Total energy   -7297.5481 eV
SMILES   NCC/C=C/[NH3+]
HOMO energy   -12.2 eV

Structure (ORCA input):
```
! wB97M-V def2-TZVPD RIJCOSX def2/J DEFGRID3
* xyz 1 1
C 1.67 0.63 -0.45
C 0.82 -0.24 0.50
C -0.54 -0.46 -0.11
C -1.73 -0.62 0.49
N -2.96 -0.52 -0.29
N 2.85 1.17 0.12
H 1.83 -0.11 -1.27
H 1.01 1.41 -0.85
H 1.19 -1.27 0.67
H 0.78 0.36 1.41
H -0.46 -0.98 -1.08
H -1.84 -1.22 1.39
H -2.62 -0.05 -1.14
H -3.70 0.14 -0.03
H -3.41 -1.40 -0.57
H 3.34 1.89 -0.37
H 3.48 0.45 0.46
*
```

These are the Löwdin partial charges, in e, on atoms 1 to 5: -0.32 -0.19 -0.07 -0.10 0.18

---

[5]
Computed, not measured: an isolated molecule of C4H2O3, with ωB97M-V with the def2-TZVPD basis set.

Output
Gap between HOMO and LUMO (spin up / spin down)   8.801 / 8.801 eV
ΔE to the lowest compared entry with this formula, charge and spin   62.6 kcal/mol
Max |F|   10.4 eV/A
Total energy   -10319.6697 eV
SMILES   O=C1C=COC1=O
HOMO energy (spin up / spin down)   -10.7 / -10.7 eV

Structure (ORCA input):
```
! wB97M-V def2-TZVPD RIJCOSX def2/J DEFGRID3
* xyz 0 1
C -0.94 0.61 -0.02
C -0.98 -0.72 0.02
C 0.52 0.92 0.07
C 1.20 -0.42 0.08
O 0.24 -1.34 -0.10
O 1.04 1.98 -0.04
O 2.59 -0.77 -0.01
H -1.83 1.21 -0.04
H -1.84 -1.47 0.05
*
```

These are the Löwdin partial charges, in e, on atoms 1 to 5: 0.04 -0.07 -0.34 -0.17 0.07

---

[6]
Computed, not measured: an isolated molecule of C23H16Cl2I2N2O2, with ωB97M-V with the def2-TZVPD basis set.

Output
Gap between HOMO and LUMO   8.259 eV
ΔE to the lowest compared entry with this formula, charge and spin   13.6 kcal/mol
Max |F|   4.0 eV/A
Total energy   -72429.4508 eV
SMILES   Cc1cc(N(C)C(=O)c2cc(I)cc(I)c2O)c(Cl)cc1[C@@H](C#N)c1ccc(Cl)cc1
HOMO energy   -8.8 eV

Structure (ORCA input):
```
! wB97M-V def2-TZVPD RIJCOSX def2/J DEFGRID3
* xyz 0 1
N 6.16 0.28 0.01
O -2.39 0.95 -0.60
Cl 2.93 -5.75 3.63
Cl 0.28 1.17 2.67
I -3.30 5.00 4.38
I -7.42 4.26 -0.38
C 5.20 -0.35 -0.02
O -4.56 2.71 -1.29
C -2.03 1.89 0.01
C 4.34 -3.58 2.82
C 2.61 -4.43 1.36
C -5.17 4.17 1.96
C -2.98 3.16 1.93
C 1.01 1.11 -1.22
C 4.54 -2.55 1.89
C 2.83 -3.37 0.47
C 2.13 -0.03 1.13
C 3.44 -4.54 2.52
C 1.04 0.86 1.12
C -3.92 4.01 2.54
C -5.41 3.69 0.64
C -4.38 2.96 0.02
C -3.12 2.66 0.65
C 0.44 1.36 0.03
C 2.12 0.24 -1.25
C 3.80 -2.39 0.71
C 2.69 -0.36 -0.08
N -0.63 2.26 0.10
C 2.65 0.09 -2.67
C 3.96 -1.16 -0.16
C -0.11 3.60 0.53
H -4.11 1.91 -1.50
H 5.07 -3.64 3.56
H 1.90 -5.13 1.13
H -5.97 4.79 2.29
H -2.16 3.06 2.60
H 0.77 1.56 -2.17
H 5.34 -1.87 2.20
H 2.13 -3.30 -0.35
H 2.49 -0.46 2.03
H 3.31 0.89 -3.08
H 3.15 -0.93 -2.75
H 1.88 0.11 -3.47
H 4.20 -1.69 -1.16
H 0.47 4.20 -0.26
H -0.96 4.08 0.99
H 0.60 3.36 1.38
*
```

These are the Löwdin partial charges, in e, on atoms 1 to 5: 0.17 0.14 0.70 0.73 0.78